C3H6N2O2 | ωB97M-V with the def2-TZVPD basis set

Gap between HOMO and LUMO: 10.52 eV
E_LUMO: 1.00 eV
Relative energy (zero: lowest compared OMol25 entry of this formula, charge and spin): 129.6 kcal per mole
2S+1: 1

Last column: Löwdin charge in e.
Positions of all 13 atoms, in Å:
C1 1.215 -1.170 -0.910  -0.0659
O1 0.188 -1.404 0.048  -0.0442
C2 -0.441 -0.283 0.463  -0.5364
N1 -0.971 0.698 -0.503  0.1116
O2 -0.813 1.757 0.492  -0.0608
C3 -0.245 0.838 1.407  -0.2161
N2 -1.125 -0.272 1.713  0.1555
H1 1.894 -2.023 -0.881  0.0897
H2 1.772 -0.260 -0.675  0.0953
H3 0.793 -1.077 -1.912  0.0869
H4 -1.981 0.585 -0.627  0.1206
H5 0.465 1.215 2.132  0.1486
H6 -2.125 -0.083 1.677  0.1153